DFT (wB97M-V/def2-TZVPD) results for a cluster of 2 separate species, C3H11N2S in total.

Calculated values
Kohn-Sham gap	10.0	eV
charge	+1
highest occupied orbital energy	-13.191	eV
energy above the lowest of the compared OMol25 structures with the same formula, charge and spin	0.135	eV

XYZ file:
```
17
Properties=species:S:1:pos:R:3:mulliken_charge:R:1
C 1.47591 0.74705 2.36121 -0.732
N 1.36758 0.98191 -1.29715 -0.160
C 1.76395 1.06856 -0.04968 0.353
N 1.10021 0.57517 0.95892 0.035
H 0.73118 1.36561 2.85686 0.310
H 2.44025 1.24501 2.41234 0.291
H 1.53153 -0.22024 2.85151 0.301
H 0.57953 0.39195 -1.55159 0.020
H 2.00227 1.27430 -2.02214 0.276
H 2.68067 1.60317 0.16871 0.290
H 0.25361 0.06272 0.71907 -0.017
C -2.64912 -1.09370 0.19480 -0.751
S -1.37133 -1.02942 -1.11360 -0.312
H -3.44301 -1.76911 -0.10224 0.334
H -2.19946 -1.39553 1.13417 0.283
H -3.04624 -0.08498 0.27459 0.285
H -0.99322 -2.31203 -1.03548 0.194
```

DFT (wB97M-V/def2-TZVPD) results for the molecule C20H28N4OS.

Calculated values
Kohn-Sham gap	8.2	eV
charge	0
SMILES	CCCCN(CC)C(=S)Nc1ccc2nc3n(c(=O)c2c1)CCCCC3
highest occupied orbital energy	-7.752	eV
energy above the lowest of the compared OMol25 structures with the same formula, charge and spin	0.452	eV

XYZ file:
```
54
Properties=species:S:1:pos:R:3:mulliken_charge:R:1
C -4.94499 -3.82164 -0.41940 -1.155
C -4.70711 -2.94733 0.80684 -0.715
C -3.69009 -1.83404 0.56396 0.104
C -4.21240 -0.76195 -0.39517 -1.694
N -3.23179 0.29110 -0.58886 0.251
C -2.61187 0.36413 -1.90080 -0.598
C -1.82764 -0.88818 -2.28481 -1.056
C -3.18348 1.29242 0.30924 0.228
S -4.30231 1.48930 1.51611 -0.380
N -2.20099 2.25876 0.20614 -0.143
C -0.83164 2.04837 0.06426 -0.487
C 0.00222 3.16165 -0.13931 -0.591
C 1.35665 3.01086 -0.29436 -0.629
C 1.93175 1.73288 -0.26810 0.040
N 3.27967 1.58632 -0.42860 -0.609
C 3.79217 0.40824 -0.38813 0.772
N 3.06662 -0.74046 -0.21967 0.086
C 1.67997 -0.71264 -0.06440 0.479
O 1.03435 -1.74220 0.02733 -0.777
C 1.09996 0.62209 -0.05728 0.200
C -0.26884 0.78665 0.13716 -0.228
C 3.70093 -2.04649 -0.19686 -1.099
C 4.56303 -2.26294 1.04646 -0.677
C 5.96452 -1.67321 0.91968 -0.676
C 5.97106 -0.15642 0.75429 -0.572
C 5.28017 0.31669 -0.53085 -1.133
H -4.00382 -4.22663 -0.78586 0.282
H -5.41626 -3.25855 -1.22123 0.299
H -5.59836 -4.65337 -0.16642 0.393
H -4.33898 -3.57611 1.62004 0.337
H -5.65148 -2.50604 1.13167 0.339
H -3.46123 -1.35050 1.51578 0.360
H -2.76486 -2.26093 0.17175 0.192
H -4.44501 -1.19099 -1.36897 0.415
H -5.12454 -0.32293 0.02193 0.486
H -3.41223 0.51832 -2.63894 0.438
H -1.95551 1.23281 -1.93731 0.409
H -2.47732 -1.75720 -2.34143 0.333
H -1.38047 -0.73408 -3.26388 0.415
H -1.03229 -1.09805 -1.57629 0.198
H -2.45077 3.10598 0.70200 0.346
H -0.44166 4.14645 -0.16684 0.477
H 2.00125 3.86244 -0.44126 0.477
H -0.86853 -0.08036 0.36295 1.219
H 4.29358 -2.18514 -1.10520 0.441
H 2.87774 -2.76656 -0.20308 0.442
H 4.64954 -3.33757 1.21685 0.345
H 4.05253 -1.83132 1.91003 0.380
H 6.53654 -1.93234 1.81319 0.341
H 6.46857 -2.13000 0.06385 0.286
H 7.00798 0.18408 0.73167 0.315
H 5.48872 0.31401 1.61350 0.385
H 5.61903 1.32363 -0.77523 0.331
H 5.54597 -0.34503 -1.35814 0.380
```

DFT (wB97M-V/def2-TZVPD) results for a structure of composition CH3IN5 at a distorted geometry.

Calculated values
Kohn-Sham gap (alpha / beta)	8.0 / 8.0	eV
charge	+1
highest occupied orbital energy (alpha / beta)	-13.918 / -13.918	eV
energy above the lowest of the compared OMol25 structures with the same formula, charge and spin	0.922	eV

XYZ file:
```
10
Properties=species:S:1:pos:R:3:mulliken_charge:R:1
C -0.12233 -1.61403 -0.37096 0.171
N -0.76938 -0.46746 -0.54206 -0.167
N 0.88416 -1.49292 0.42824 0.257
N -0.66109 0.43828 0.31653 0.183
N 1.53580 -0.68044 0.99481 -0.349
N -0.93089 1.65888 0.09068 -0.383
I 2.71985 0.50913 -0.04164 0.386
H -0.51576 -2.60902 -0.84031 0.352
H -1.22347 1.90088 -0.86696 0.272
H -0.91689 2.35669 0.83166 0.278
```

DFT (wB97M-V/def2-TZVPD) results for a structure of composition B3CaF12N2O6 at a distorted geometry.

Calculated values
Kohn-Sham gap	3.8	eV
charge	-3
highest occupied orbital energy	-1.685	eV
energy above the lowest of the compared OMol25 structures with the same formula, charge and spin	6.768	eV

XYZ file:
```
24
Properties=species:S:1:pos:R:3:mulliken_charge:R:1
Ca -8.66300 14.43781 1.91926 1.946
N -4.77359 16.20105 4.96027 1.058
O -4.79711 16.52679 3.83168 -0.664
O -5.84406 15.68603 5.27567 -0.687
O -3.93744 16.45680 5.82420 -0.677
N -12.83484 11.37355 2.84874 1.024
O -12.36864 11.52343 1.70173 -0.680
O -13.66304 10.55325 3.12952 -0.646
O -12.28477 12.09794 3.69685 -0.681
B -11.32088 18.58323 2.10305 0.579
F -10.96890 19.88402 1.83222 -0.399
F -12.56995 18.52021 2.53952 -0.350
F -11.13200 17.77344 1.03020 -0.399
F -10.41109 18.08755 3.02440 -0.428
B -5.70164 10.26064 2.36757 0.609
F -4.55466 10.46998 3.14563 -0.402
F -5.72649 8.96180 1.94110 -0.379
F -6.84544 10.64787 3.02823 -0.398
F -5.66377 11.12727 1.25475 -0.428
B -7.33260 14.93723 -3.32280 0.633
F -7.83138 15.89496 -4.21078 -0.394
F -6.65587 15.58905 -2.20954 -0.453
F -8.38327 14.25245 -2.70322 -0.411
F -6.44792 14.05700 -3.90419 -0.376
```

DFT (wB97M-V/def2-TZVPD) results for a cluster of 3 separate species, C7H15Cl4NO3 in total.

Calculated values
Kohn-Sham gap	9.9	eV
charge	0
SMILES	CNCOC(=O)O.ClCCCl.ClCCCl
highest occupied orbital energy	-9.425	eV

XYZ file:
```
30
Properties=species:S:1:pos:R:3:mulliken_charge:R:1
C 3.12488 1.06827 -1.95012 -0.819
N 2.62395 0.14151 -0.92872 -0.338
C 1.33436 -0.40489 -1.17777 -0.426
O 0.38898 0.64947 -1.52886 -0.072
C -0.83292 0.23206 -1.88100 0.636
O -1.17059 -0.91312 -2.01550 -0.576
O -1.66176 1.30267 -2.08252 -0.498
H 2.70324 0.81841 -2.92632 0.342
H 2.90065 2.11367 -1.71910 0.230
H 4.21340 0.97035 -2.03208 0.307
H 2.61620 0.59294 -0.02248 0.257
H 1.35137 -1.15239 -1.97757 0.369
H 0.97381 -0.89861 -0.26957 0.292
H -1.80017 1.67069 -1.19455 0.215
Cl -1.17419 -2.02905 2.15142 -0.190
C -1.80277 -2.57730 0.57098 0.149
C -1.33894 -3.97275 0.24008 -0.457
Cl 0.41676 -4.06865 -0.05025 -0.184
H -1.48687 -1.85909 -0.18108 -0.324
H -2.88955 -2.56866 0.63330 0.398
H -1.83327 -4.31108 -0.66878 0.296
H -1.56897 -4.66195 1.04874 0.362
Cl -2.27367 1.96000 1.03342 -0.192
C -1.36734 2.54899 2.45144 -0.416
C 0.11625 2.62759 2.19090 -0.559
Cl 0.83565 1.01209 1.96099 -0.156
H -1.58712 1.87223 3.27306 0.324
H -1.75781 3.53655 2.68912 0.338
H 0.60510 3.07741 3.05339 0.385
H 0.34137 3.22263 1.30942 0.307
```

DFT (wB97M-V/def2-TZVPD) results for a cluster of 4 separate species, C4H15NO3 in total at a distorted geometry.

Calculated values
Kohn-Sham gap	9.3	eV
charge	0
SMILES	CC/C=C/N.O.O.O
highest occupied orbital energy	-8.622	eV
energy above the lowest of the compared OMol25 structures with the same formula, charge and spin	2.582	eV

XYZ file:
```
23
Properties=species:S:1:pos:R:3:mulliken_charge:R:1
C -1.08383 -2.14145 -0.05169 -1.113
C -1.76960 -0.90367 -0.86873 -0.351
C -1.62960 0.28679 -0.14454 -0.739
C -1.85705 1.49986 -0.67042 -0.008
N -1.47251 2.73041 -0.06987 -0.498
H -1.65893 -2.40409 0.86518 0.330
H -0.24611 -1.74268 0.51860 0.249
H -1.03737 -3.12663 -0.58851 0.325
H -1.27584 -0.99501 -1.87053 0.301
H -2.84693 -1.12718 -0.96374 0.321
H -1.50319 0.26641 0.92462 0.450
H -2.45486 1.62259 -1.62195 0.266
H -1.82966 3.62195 -0.59301 0.249
H -1.72049 2.78761 0.88870 0.221
O 3.78391 -0.39478 -0.46664 -0.625
H 2.90996 -0.19404 -0.53591 0.300
H 3.97897 -0.10506 0.38793 0.334
O 3.08672 -0.60326 2.18576 -0.680
H 2.57004 0.08520 1.74546 0.356
H 2.94347 -1.49955 2.02044 0.308
O 1.35149 0.92120 -0.30116 -0.703
H 0.53292 1.27553 0.02215 0.316
H 1.22850 0.13987 -0.81215 0.390
```